# 1
Entry from OMol25: a molecular structure, C34H30MnNO4P2 at a distorted geometry (ωB97M-V with the def2-TZVPD basis set).

Values from the calculation:
net charge: +2
relative energy (zero: lowest compared OMol25 entry of this formula, charge and spin): 71.3 kJ/mol
2S+1: 5
expectation value of S²: 6.426
E_LUMO (spin up / spin down): -8.242 / -6.312 eV
strongest force on any atom: 3.89 eV/A
molar mass: 633.50 g/mol
HOMO energy (spin up / spin down): -13.90 / -14.11 eV

Each line ends with the Löwdin charge.
Positions of all 72 atoms, in Å:
Mn (0.0317, -0.2475, -0.8510)  0.7120
C (1.3867, 3.0334, 1.1700)  -0.2482
C (1.9877, 2.6745, -0.2046)  -0.2577
P (2.1803, 0.8448, -0.4983)  1.0748
C (3.8535, 0.3331, -0.0678)  -0.3385
C (4.4152, 0.5017, 1.1627)  -0.0888
C (5.7625, 0.2226, 1.3842)  -0.0476
C (6.4632, -0.3314, 0.3572)  -0.0470
C (5.8706, -0.6008, -0.8777)  -0.0354
C (4.5417, -0.3078, -1.1332)  -0.0496
C (1.9754, 0.5080, -2.2515)  -0.4655
C (1.7321, -0.8230, -2.6195)  -0.1548
C (1.7148, -1.1424, -3.9794)  -0.0462
C (1.9144, -0.2306, -4.9914)  -0.0151
C (1.9157, 1.1450, -4.6411)  0.0129
C (2.0698, 1.4009, -3.2651)  -0.0753
C (-0.0854, 2.6307, 1.2893)  -0.3119
P (-0.3999, 0.8642, 1.3204)  1.0205
C (0.3982, 0.1443, 2.7810)  -0.3629
C (0.1930, 0.6679, 4.0826)  -0.0346
C (0.8037, 0.0731, 5.2003)  -0.0274
C (1.6199, -1.0065, 4.9503)  -0.0543
C (1.7702, -1.5101, 3.6889)  -0.0659
C (1.2163, -0.9288, 2.5795)  -0.1259
C (-2.1103, 0.5152, 1.4904)  -0.3493
C (-3.1554, 1.3753, 1.0913)  -0.0491
C (-4.4602, 0.8606, 1.1557)  -0.0567
C (-4.7611, -0.3383, 1.7359)  -0.0581
C (-3.7568, -1.1740, 2.1576)  -0.0652
C (-2.4367, -0.7652, 2.0995)  -0.0654
H (1.3820, 4.0846, 1.2740)  0.1099
H (1.9207, 2.5773, 2.0114)  0.1096
H (2.9914, 3.0637, -0.3197)  0.1052
H (1.4164, 2.9473, -1.0719)  0.0737
H (3.8593, 0.9662, 1.9697)  0.1078
H (6.2036, 0.2143, 2.3957)  0.1356
H (7.4805, -0.6688, 0.5217)  0.1258
H (6.4342, -0.9954, -1.6901)  0.1128
H (4.1468, -0.5334, -2.1016)  0.0961
H (1.5325, -1.6451, -1.9257)  0.1177
H (1.6259, -2.2154, -4.2031)  0.1356
H (1.8782, -0.5614, -6.0430)  0.1355
H (1.9175, 1.9853, -5.3593)  0.1349
H (2.2926, 2.4468, -2.9287)  0.1286
H (-0.6870, 3.2226, 0.5927)  0.1096
H (-0.3845, 2.8750, 2.3628)  0.1243
H (-0.4479, 1.4918, 4.2583)  0.1015
H (0.6660, 0.4169, 6.1963)  0.1141
H (2.1109, -1.5420, 5.8218)  0.1498
H (2.1129, -2.5100, 3.5435)  0.1178
H (1.3402, -1.3365, 1.6176)  0.0752
H (-3.0433, 2.3640, 0.7184)  0.1007
H (-5.2167, 1.5943, 0.7359)  0.1448
H (-5.7636, -0.6846, 1.8703)  0.1226
H (-3.9875, -2.2094, 2.4187)  0.1313
H (-1.6406, -1.3763, 2.5328)  0.1155
O (-0.7285, -2.0908, -0.3462)  -0.0847
C (-1.9326, -2.3779, -0.5281)  -0.1264
C (-2.9062, -1.5980, -1.2323)  -0.1387
C (-4.1757, -2.0925, -1.2994)  0.0254
C (-5.0966, -1.5214, -2.0975)  -0.1209
C (-4.7577, -0.3681, -2.8516)  0.0412
C (-3.4851, -0.0183, -2.9527)  0.0147
C (-2.5032, -0.5431, -2.1050)  -0.2918
O (-1.3018, -0.0479, -2.0959)  -0.1462
N (-6.4898, -1.9899, -2.0755)  -0.3242
O (-7.0804, -1.6748, -3.0811)  0.1209
O (-6.8134, -2.7639, -1.1531)  0.0760
H (-2.2744, -3.3317, -0.1053)  0.1555
H (-4.4779, -2.9799, -0.6878)  0.1623
H (-5.5326, 0.2207, -3.3006)  0.1369
H (-3.2357, 0.8168, -3.6026)  0.1402

Forces on atoms 1 to 3 (eV/Å):
Mn 0.849 -0.130 1.126
C -0.495 -1.399 -0.692
C 0.564 -1.481 0.532

***

# 2
Entry from OMol25: a molecular structure, C34H30N5O7S3Sn at a distorted geometry (ωB97M-V with the def2-TZVPD basis set).

Values from the calculation:
net charge: -1
relative energy (zero: lowest compared OMol25 entry of this formula, charge and spin): 101.1 kJ/mol
2S+1: 1
E_LUMO: 2.388 eV
strongest force on any atom: 2.07 eV/A
molar mass: 835.55 g/mol
HOMO energy: -4.92 eV

Each line ends with the Löwdin charge.
Positions of all 80 atoms, in Å:
Sn (-0.3243, 0.5877, -0.2371)  1.5124
C (6.1262, -4.1227, -1.4296)  -0.0578
C (5.3293, -2.8570, -1.2990)  -0.2793
C (3.9410, -2.8859, -1.3656)  -0.0327
C (3.2060, -1.7180, -1.2591)  -0.0611
C (3.8595, -0.5124, -1.0994)  -0.2617
C (5.2383, -0.4635, -1.0390)  -0.0632
C (5.9720, -1.6352, -1.1281)  -0.0431
S (2.8522, 0.9715, -0.9389)  0.5607
O (1.8885, 0.9193, -2.0206)  -0.3926
O (3.7432, 2.1053, -0.9208)  -0.3034
N (1.9844, 0.7766, 0.3894)  -0.2361
C (2.4353, 0.8269, 1.6461)  -0.2771
C (3.7671, 0.9303, 2.0316)  -0.0201
C (4.1275, 0.9622, 3.3758)  -0.0873
C (3.1867, 0.9068, 4.3749)  -0.0676
C (1.8219, 0.8199, 4.0403)  -0.1588
C (0.7880, 0.8084, 4.9998)  -0.0145
C (-0.5172, 0.7401, 4.5926)  -0.0452
C (-0.7945, 0.6501, 3.2201)  -0.1038
N (0.1428, 0.6592, 2.3047)  0.0634
C (1.4320, 0.7587, 2.6733)  -0.1502
H (5.5265, -4.9884, -1.1580)  0.0730
H (7.0123, -4.0974, -0.7985)  0.0734
H (6.4599, -4.2492, -2.4605)  0.0807
H (3.4289, -3.8293, -1.4935)  0.1140
H (2.1297, -1.7200, -1.2987)  0.0969
H (5.7222, 0.4956, -0.9344)  0.1079
H (7.0522, -1.6046, -1.0687)  0.1088
H (4.5209, 1.0030, 1.2643)  0.0875
H (5.1774, 1.0264, 3.6303)  0.1004
H (3.4770, 0.9350, 5.4165)  0.0994
H (1.0399, 0.8547, 6.0518)  0.1121
H (-1.3271, 0.7599, 5.3095)  0.1021
H (-1.8119, 0.5582, 2.8649)  0.1113
C (-0.3834, 7.9165, 0.2604)  -0.1043
O (-1.7387, 7.5553, 0.3008)  -0.0921
C (-2.0521, 6.2205, 0.2717)  -0.2847
C (-3.4235, 5.9290, 0.4167)  -0.0402
C (-3.8304, 4.6232, 0.4171)  -0.0474
C (-2.9319, 3.5474, 0.2908)  -0.1073
C (-3.3852, 2.1844, 0.3836)  -0.3754
C (-4.8612, 1.8500, 0.4079)  -0.0091
O (-2.6132, 1.2235, 0.4915)  -0.1367
C (-1.5348, 3.8314, 0.0911)  -0.3546
O (-0.6308, 2.9581, -0.1260)  -0.2104
C (-1.1488, 5.2043, 0.1047)  0.0440
H (-0.3622, 8.9992, 0.3712)  0.0855
H (0.0817, 7.6395, -0.6890)  0.0929
H (0.1727, 7.4545, 1.0792)  0.0939
H (-4.1217, 6.7467, 0.5229)  0.1024
H (-4.8816, 4.4059, 0.5349)  0.1003
H (-5.4593, 2.4500, -0.2717)  0.0760
H (-5.2506, 1.9653, 1.4179)  0.0907
H (-4.9254, 0.7975, 0.1374)  0.0463
H (-0.0966, 5.3932, -0.0400)  0.1089
N (-3.4973, -4.9163, -5.6089)  0.0817
C (-3.4251, -4.3029, -4.3639)  -0.3332
C (-3.5115, -5.0588, -3.1943)  -0.0367
C (-3.5281, -4.4362, -1.9585)  -0.0726
C (-3.4614, -3.0597, -1.8844)  -0.2849
C (-3.3633, -2.2956, -3.0323)  -0.0578
C (-3.3493, -2.9111, -4.2690)  -0.0309
S (-3.4310, -2.1987, -0.3132)  0.5680
O (-3.7039, -3.1545, 0.7399)  -0.3931
O (-4.3653, -1.1112, -0.4288)  -0.3122
N (-1.9225, -1.6395, -0.2658)  -0.2112
C (-0.9916, -2.4031, 0.2493)  -0.7578
S (-1.2407, -4.0681, 0.7756)  1.0371
C (0.4465, -4.1227, 1.2134)  -0.4131
C (1.0408, -2.9418, 0.9519)  -0.2821
N (0.2446, -1.9896, 0.3969)  -0.0598
H (-3.2326, -5.8893, -5.6313)  0.0829
H (-3.1267, -4.3791, -6.3777)  0.0832
H (-3.5763, -6.1361, -3.2578)  0.1040
H (-3.5891, -5.0028, -1.0422)  0.0981
H (-3.2992, -1.2241, -2.9257)  0.1167
H (-3.2891, -2.3224, -5.1736)  0.1059
H (0.8636, -5.0081, 1.6466)  0.0407
H (2.0698, -2.6931, 1.1477)  0.1002

Forces on atoms 1 to 3 (eV/Å):
Sn -0.097 0.745 0.086
C -0.005 0.039 -0.067
C 0.091 -0.015 0.073